31
Properties=species:S:1:pos:R:3:forces:R:3:lowdin_charge:R:1 method="wB97M-V/def2-TZVPD" e_above_lowest_kj_mol=0.0 total_charge=+1 e_homo_ev=-11.641 largest_force_ev_per_a=1.4
C -0.2319 0.9167 -0.3263 0.5 -0.1 0.3 -0.4312
H 1.2167 5.2161 -1.8433 0.0 -0.1 -0.2 0.0608
C -0.5859 -3.7096 1.0535 -0.1 -0.1 0.0 -0.2421
H 1.9547 4.4399 -0.4551 0.0 0.0 0.0 0.0810
C 0.2947 -0.0757 0.7344 -0.1 0.4 -0.6 -0.0103
O -0.0639 0.1862 -2.7055 0.2 0.3 -0.1 0.1300
O -1.5445 1.2498 0.0628 -0.3 -0.3 -0.1 -0.0064
H -1.0061 -2.8749 3.0158 -0.1 0.0 0.0 0.0763
H 1.6185 1.6831 -0.9666 0.1 0.1 0.1 0.1389
C 0.3189 3.3110 -1.2996 0.3 -0.1 0.0 -0.7735
H -2.2019 1.1297 -0.6364 0.2 0.3 0.0 0.1262
H -1.7758 -4.4363 2.7189 0.0 0.0 0.0 0.0802
H -0.0056 2.9947 -2.2913 -0.2 0.1 0.1 0.0792
H 2.2792 3.7966 -2.0682 0.0 0.1 0.0 0.0848
H -1.4559 -1.3328 0.7473 -0.1 0.0 -0.5 0.1706
C 0.7283 2.0961 -0.4709 -0.1 0.0 -0.4 -0.1843
H 0.9260 -2.3615 1.4545 0.2 -0.1 -0.2 0.1333
N 0.2510 -2.5446 0.7212 -0.1 0.3 0.2 0.0040
C 1.5115 4.2515 -1.4363 0.1 0.0 0.2 -0.1831
I -1.2870 4.4326 -0.4267 -0.1 0.0 0.0 0.9076
H -1.5223 -3.6173 0.4972 0.1 0.1 0.0 0.1158
H -0.0524 -4.3620 3.0570 0.0 0.1 0.0 0.0789
C -0.2486 -0.0224 -1.5220 -0.6 0.6 0.4 -0.3968
O -0.4922 -1.2760 -1.1298 -0.3 0.3 0.3 0.0264
H 1.0419 2.4088 0.5286 -0.1 0.1 0.0 0.1343
C -0.4243 -1.3608 0.3879 0.3 -0.4 1.1 -0.2721
H 1.3735 -0.1996 0.6001 0.0 0.0 0.2 0.1503
Cu 0.2986 -1.8072 -2.9391 0.3 -1.0 -1.0 0.7263
C -0.8715 -3.8530 2.5466 0.1 0.0 0.0 -0.0752
H -0.0874 -4.6036 0.6767 -0.1 0.0 0.0 0.1129
H 0.0438 0.3243 1.7146 0.1 -0.2 0.1 0.1573

40
Properties=species:S:1:pos:R:3:forces:R:3:lowdin_charge:R:1 method="wB97M-V/def2-TZVPD" e_above_lowest_kj_mol=77.8 e_homo_ev=-8.402 largest_force_ev_per_a=1.9
H 2.0734 -0.4992 0.7946 0.3 -0.2 0.0 0.1211
H -2.5181 0.2991 4.2066 -0.3 0.1 0.1 0.1459
H -1.6616 -0.3804 5.6584 -0.6 -0.5 0.2 0.1442
N -3.0687 3.5317 -0.0778 -0.6 0.4 1.2 0.0678
H -0.9909 -0.4279 -1.9865 -0.3 0.2 -0.2 0.0904
F 2.7173 1.0766 -7.4009 -0.1 -0.3 0.2 -0.1905
C 0.3492 -0.6303 3.3215 -1.4 1.0 0.8 -0.2277
S 2.5722 -0.9664 -4.1201 0.5 -0.7 0.3 0.4626
C 0.4942 0.1653 2.0500 0.6 -0.7 -0.1 -0.1462
H -0.6862 -2.1534 2.1478 0.0 0.0 -0.1 0.1171
H 1.1938 0.9709 2.2359 0.1 0.3 0.1 0.1351
N -1.7696 -1.6639 3.8772 -1.3 0.7 0.8 0.1206
N 2.3689 -0.4175 -5.5700 0.3 0.0 0.4 -0.3067
F 4.1526 -1.0860 -3.9788 -0.1 0.1 0.1 -0.1921
N -3.0171 2.2981 0.5822 -0.6 1.2 1.2 0.0468
H -0.0452 -2.7765 3.6721 0.4 -0.2 0.0 0.1396
C -2.6028 3.3342 -1.2328 0.2 -0.3 -0.5 -0.1754
O 2.5442 2.1106 -5.2755 -0.2 -0.1 0.2 -0.2929
H -2.5768 -1.6015 3.2566 0.3 -0.1 -0.5 0.1721
O 2.2204 -0.0772 -3.0521 -0.1 0.3 0.1 -0.3172
C -1.6967 -0.3034 4.5765 1.3 0.4 -0.5 -0.1094
H -2.0428 -2.3371 4.5919 0.4 -0.4 -0.2 0.1820
H 1.1654 0.0542 -1.2422 0.2 -0.2 -0.4 0.0761
C 0.9952 -0.6113 0.8235 0.3 0.7 0.0 -0.1704
C -0.8474 -0.6331 -0.9340 0.5 0.4 -0.3 -0.4246
S -2.3292 -0.2112 0.0211 -0.4 -0.7 0.0 0.9712
C -0.4713 -1.9167 3.1801 -0.1 -0.3 0.2 -0.0235
H -2.4844 4.0488 -2.0150 0.2 0.1 -0.4 0.1368
H 0.7970 -1.6813 0.8533 -0.1 -0.1 0.0 0.1027
H -0.4666 0.6304 1.8858 -0.3 0.0 -0.2 0.0878
H 1.2429 -0.7527 3.9147 0.5 -0.4 -0.3 0.1571
H 0.2012 1.0538 -0.1806 0.1 0.4 -0.3 0.1079
H -0.7957 -1.7135 -0.8585 0.0 -0.3 0.1 0.0778
O -2.2414 2.0448 -1.4403 0.2 -0.2 -0.5 0.0595
C -2.5439 1.4840 -0.2516 0.9 -1.0 -0.9 -0.7434
O -0.4844 0.2196 4.1871 0.4 0.1 0.0 -0.0733
S 3.1242 0.9509 -5.8705 0.0 1.0 -1.0 0.4797
C 0.4396 0.0276 -0.4494 -0.6 -0.2 0.6 -0.2224
O 2.1440 -2.3213 -3.9907 -0.4 0.0 -0.3 -0.3014
O 4.5449 0.8613 -5.9095 0.1 -0.2 0.1 -0.2846

43
Properties=species:S:1:pos:R:3:forces:R:3:lowdin_charge:R:1 method="wB97M-V/def2-TZVPD" total_charge=-2 e_homo_ev=-0.777 largest_force_ev_per_a=1.9
C -0.7990 1.4342 1.2324 -1.3 0.5 -0.1 -0.4561
O -2.0477 -1.0367 3.2011 0.5 0.7 -1.6 0.1133
H 1.5230 -3.5861 1.1496 0.2 -0.3 0.0 0.1237
O 0.8607 0.7625 -3.1543 0.1 0.7 1.3 -0.4723
C -0.7395 -0.9796 1.0595 -1.3 0.4 1.1 -0.3347
F 1.6925 -3.9787 -1.2264 -0.1 0.2 0.0 0.1042
S 0.3891 -0.1829 -4.2419 -0.6 -0.4 -0.7 0.2118
C -1.6194 -0.4687 2.2080 -0.9 -0.6 1.1 -0.4185
O 2.5361 2.2429 0.2015 0.7 0.0 -0.1 -0.0246
H 2.0653 0.0075 0.0989 0.4 -0.2 0.1 0.1256
H 3.1337 1.9763 -0.5194 -0.1 0.2 0.0 0.1164
O -2.9557 2.3952 -0.1438 -0.3 0.2 0.6 -0.2539
O -0.9192 -0.7456 -3.8085 0.3 0.1 0.1 -0.4529
H -1.0578 2.4995 3.5319 -0.3 0.1 -0.1 0.0081
F 0.4680 -2.2117 -1.5983 0.1 -0.6 0.5 0.1673
O -1.1735 1.2877 -1.5112 -0.5 1.0 1.1 -0.1146
C -1.7502 -1.2351 -0.0745 0.2 -0.3 -0.2 0.0377
O -1.9228 0.8352 1.9446 0.3 -0.3 0.6 -0.0403
H 0.7323 0.1795 1.8988 0.1 0.1 0.3 0.1419
H -0.1944 3.5969 -1.2650 0.1 -0.1 0.2 0.0985
O -0.7445 3.5907 -0.4668 0.3 0.4 -0.4 -0.1478
H -1.8342 -2.2931 -0.2675 0.0 -0.3 0.0 0.0814
H -1.4734 -0.7710 -1.0048 0.0 0.1 -0.4 0.0735
C 0.6944 -3.1920 -0.7254 0.6 0.1 -0.5 -0.6002
H -2.7394 -0.8993 0.2012 -0.3 0.3 0.0 0.1034
C 0.1259 0.2651 0.9912 1.4 -0.5 0.5 -0.2260
C 1.0985 -2.7216 0.6534 -0.1 -0.3 0.0 -0.0540
H 1.9101 -2.0171 0.5361 0.1 0.3 -0.1 0.1162
C 1.1085 0.4418 -0.1340 -0.2 0.2 -0.4 -0.1451
H -0.5046 3.9552 1.9417 -0.5 0.0 0.0 0.0000
H -0.7653 -3.0027 1.6248 -0.2 -0.2 0.2 0.1280
C -0.0271 -2.2144 1.5410 0.3 -0.2 -0.6 -0.1114
H 1.8743 1.9799 2.4461 0.2 0.2 0.0 -0.0638
N 1.3250 2.6765 2.9357 -0.4 -0.5 0.0 -0.2998
H -0.2926 1.2974 -1.9615 0.8 -0.6 -1.7 0.0344
F -0.3930 -3.9882 -0.6721 -0.2 -0.2 0.0 0.1192
P -0.1736 2.6982 2.4609 1.3 0.1 0.1 0.7952
O 0.2337 0.5994 -5.4912 0.1 -0.1 0.2 -0.4659
H 0.7852 0.0477 -1.0856 0.0 -0.2 -0.4 0.0926
O 1.2901 1.8421 -0.3296 0.1 0.1 -0.2 -0.1951
P -1.5147 2.2095 -0.2987 -0.7 -0.5 -1.1 0.4220
O 1.4019 -1.2546 -4.4007 -0.1 0.3 0.1 -0.4635
H 0.3934 -2.0416 2.5225 0.1 0.1 0.4 0.1259

34
Properties=species:S:1:pos:R:3:forces:R:3:mulliken_spin:R:1 method="wB97M-V/def2-TZVPD" e_above_lowest_kj_mol=36.5 spin_multiplicity=3 total_charge=+1 s2=2.03 e_homo_ev="-11.299 / -11.863" largest_force_ev_per_a=2.1
H -3.2780 3.8653 -1.7208 0.1 -0.1 0.0 0.0012
H 1.3355 3.3827 0.0005 0.0 0.0 0.1 0.0009
C 1.7554 2.5908 0.6241 0.1 -0.1 -0.3 -0.0038
N -2.4199 -2.3553 -2.5313 -0.1 -0.4 0.1 0.0513
C 2.8984 0.2853 0.4511 -0.3 -0.1 -0.2 0.0048
H -4.0154 3.5434 -0.1251 0.1 -0.2 0.0 0.0006
C 2.0728 -0.9798 0.6901 0.5 -0.1 0.0 -0.0080
H 2.6508 2.9880 1.1162 -0.1 0.0 -0.1 0.0034
H 1.1659 1.7901 2.4309 -0.1 0.1 -0.1 -0.0063
H 2.7376 -1.7797 1.0385 -0.1 0.0 -0.1 0.0034
H 1.4017 -0.4459 2.5530 -0.2 0.0 -0.1 -0.0001
H 0.2171 3.0227 1.9299 0.0 -0.1 0.0 -0.0045
I -1.6190 4.6669 0.2051 -0.2 0.0 -0.1 0.0024
H 3.2658 0.6523 1.4132 0.2 0.0 0.1 -0.0001
I -2.5384 1.3916 -0.9139 -0.5 0.8 -0.2 0.0465
H 3.7712 -0.0024 -0.1338 0.1 0.0 0.1 0.0003
H 0.5070 -1.6250 1.8481 0.3 0.3 0.1 -0.0017
H 1.2337 1.0106 -0.7583 0.3 0.2 0.0 0.0060
H 1.6066 -1.3085 -0.2467 0.1 0.0 0.1 0.0026
H 2.7743 1.8116 -1.0769 0.0 0.0 0.0 -0.0005
C -3.1146 3.4732 -0.7233 0.3 -0.2 0.2 -0.0033
N 0.7283 2.2033 1.6124 -0.2 -0.1 -0.2 0.0869
C -0.9607 -3.5517 0.5768 0.3 0.2 0.5 -0.0118
C 2.1469 1.4150 -0.2776 0.0 0.1 0.2 -0.0082
N -0.4567 -3.4958 1.6129 0.0 -0.1 0.1 0.2758
Pd -0.4990 0.5049 0.5702 0.2 0.2 0.9 0.7787
N -2.3778 -5.7582 -1.6718 -0.1 -0.2 -0.2 0.2750
C -2.0012 -4.7724 -1.2065 0.0 -0.1 -0.1 -0.0195
C -1.5571 -3.5620 -0.6753 0.0 -0.3 0.1 0.3354
H -2.6201 -1.4980 -3.0204 0.1 0.0 0.0 -0.0033
H -2.7665 -3.2228 -2.9095 0.0 0.0 0.0 -0.0027
N 0.9982 -0.7448 1.6683 -0.5 -0.4 -0.3 0.0801
C -1.7383 -2.2943 -1.3806 -0.1 2.0 -0.8 0.0478
O -1.3042 -1.2010 -0.9697 -0.1 -1.5 0.2 0.0710

26
Properties=species:S:1:pos:R:3:forces:R:3:lowdin_charge:R:1 method="wB97M-V/def2-TZVPD" e_above_lowest_kj_mol=302.8 total_charge=+1 e_homo_ev=-13.480 largest_force_ev_per_a=4.7 smiles="C[NH+](C)[C@]12C=C[C@H](CC1)C2"
H -1.7237 0.8581 -1.0181 0.5 -1.1 1.1 0.2170
C 0.5988 -0.7222 1.3155 -2.5 1.2 -3.2 0.0447
C 1.7832 -1.0650 0.8787 1.2 -0.3 0.3 -0.0680
C 2.0864 1.1120 -0.1281 2.6 -0.3 -3.2 -0.1615
C -2.3362 0.6366 0.8832 0.3 1.0 3.3 -0.0073
H -3.3290 0.2328 0.8044 -0.5 0.2 -0.5 0.0915
H 2.4249 -1.7000 1.4935 0.2 0.3 -0.3 0.1261
H 0.6174 2.1581 0.9754 -0.7 -1.1 -1.7 0.1664
H 2.6921 1.6931 -0.8429 -0.6 0.0 -0.2 0.1365
C -0.0471 0.1962 -0.0671 3.1 -2.1 2.8 -0.3371
H 0.0215 -1.0473 2.1691 0.2 0.2 0.1 0.0960
C -1.9260 -1.2205 -0.7235 2.9 0.7 3.3 0.0790
H -2.3876 1.7850 1.1442 0.5 -2.4 -1.0 0.1626
H 0.2360 2.0716 -0.8458 0.6 0.7 0.0 0.1246
H 0.7717 -0.1344 -2.1758 -0.2 0.3 -0.5 0.1294
C 2.1819 -0.4134 -0.4738 -2.5 -0.6 1.4 -0.1800
H -2.9418 -1.3527 -0.5925 -2.0 -0.4 0.8 0.0771
C 0.7978 -0.5666 -1.1920 0.2 1.1 1.6 -0.0645
H 3.0808 -0.9159 -0.8630 -0.4 0.9 -0.3 0.1537
H 0.4554 -1.5558 -1.1523 -0.1 -1.5 -0.6 0.0816
H -1.2175 -1.8818 -0.0999 -1.7 0.5 -1.3 0.1445
H 2.6532 1.2344 0.7121 1.0 0.6 2.6 0.0854
C 0.6671 1.5287 -0.0002 -1.3 1.1 1.6 -0.1308
H -1.7449 -1.1911 -1.7344 0.8 -0.5 -2.2 0.0790
H -1.9153 0.0763 1.7448 -0.3 0.8 -0.1 0.1058
N -1.4993 0.1838 -0.2115 -1.4 1.0 -3.7 -0.1516

29
Properties=species:S:1:pos:R:3:forces:R:3:lowdin_charge:R:1 method="wB97M-V/def2-TZVPD" e_above_lowest_kj_mol=437.2 e_homo_ev=-9.580 largest_force_ev_per_a=5.1 smiles="O=c1cc[nH]c(=O)[nH]1.CC(C)(C)C"
H 3.7218 0.5524 -2.0730 -0.5 -0.9 2.7 0.2102
C -2.7169 -0.0928 -0.1180 1.2 -2.8 0.1 -0.7063
H -1.7883 0.0124 -2.0106 -0.3 0.6 -1.6 0.0600
C 3.0810 1.3814 -0.3208 1.3 1.8 -0.2 -0.4703
C 4.3305 -0.8478 -0.5662 0.8 -0.7 -2.2 -0.4181
C -2.4045 1.2917 0.2855 0.8 2.0 2.6 -0.0913
H -1.4052 -1.5475 -1.4563 -1.3 -1.8 0.0 0.0657
H -1.3526 1.4722 0.5614 0.0 -0.4 -0.9 0.0889
C 4.0378 -1.0410 0.8134 -1.7 1.8 0.4 -0.0341
H 4.3291 -1.9088 1.2663 0.6 -2.2 0.9 0.0770
H 3.3272 -0.6398 2.6528 -0.9 2.5 -1.8 0.1653
C -4.0526 -0.2115 -0.7885 -2.5 2.9 -0.1 -0.0858
N 3.1299 1.1445 1.0959 -1.1 3.3 2.7 0.0662
H -0.5620 -0.3168 -0.8806 -1.4 0.4 0.4 0.0976
O 5.0544 -1.5673 -1.3080 -2.3 2.5 2.0 0.0362
H -2.7443 -0.9237 2.1014 0.1 0.0 -1.5 0.0896
O 2.8415 2.4560 -0.9156 0.2 -2.9 2.3 0.0308
C -1.6507 -0.5700 -1.1455 2.4 2.4 0.3 -0.1052
H 3.1844 2.0486 1.8910 -0.7 -3.6 -3.7 0.2676
H -4.3504 -1.1830 -1.2563 0.2 0.8 0.9 0.0972
C -2.4589 -1.0926 1.0195 3.4 -1.0 -0.4 -0.0704
H -4.8043 0.3286 -0.0839 0.5 -1.9 -0.7 0.1115
H -1.2290 -1.1549 0.8434 -2.9 0.1 1.9 0.1197
C 3.3270 -0.1431 1.5771 3.2 -2.3 0.4 -0.0911
N 3.5648 0.2762 -1.0236 1.1 0.5 -3.5 0.1585
H -4.1745 0.6029 -1.5829 0.7 -1.3 0.3 0.0923
H -2.8016 1.7955 1.2211 -0.7 -1.5 -0.6 0.1056
H -2.6871 -2.1034 0.6272 -0.5 0.4 0.7 0.0737
H -2.7464 1.9816 -0.4260 0.1 1.1 -1.5 0.0590

Please write out number 5 again, unchanged.
26
Properties=species:S:1:pos:R:3:forces:R:3:lowdin_charge:R:1 method="wB97M-V/def2-TZVPD" e_above_lowest_kj_mol=302.8 total_charge=+1 e_homo_ev=-13.480 largest_force_ev_per_a=4.7 smiles="C[NH+](C)[C@]12C=C[C@H](CC1)C2"
H -1.7237 0.8581 -1.0181 0.5 -1.1 1.1 0.2170
C 0.5988 -0.7222 1.3155 -2.5 1.2 -3.2 0.0447
C 1.7832 -1.0650 0.8787 1.2 -0.3 0.3 -0.0680
C 2.0864 1.1120 -0.1281 2.6 -0.3 -3.2 -0.1615
C -2.3362 0.6366 0.8832 0.3 1.0 3.3 -0.0073
H -3.3290 0.2328 0.8044 -0.5 0.2 -0.5 0.0915
H 2.4249 -1.7000 1.4935 0.2 0.3 -0.3 0.1261
H 0.6174 2.1581 0.9754 -0.7 -1.1 -1.7 0.1664
H 2.6921 1.6931 -0.8429 -0.6 0.0 -0.2 0.1365
C -0.0471 0.1962 -0.0671 3.1 -2.1 2.8 -0.3371
H 0.0215 -1.0473 2.1691 0.2 0.2 0.1 0.0960
C -1.9260 -1.2205 -0.7235 2.9 0.7 3.3 0.0790
H -2.3876 1.7850 1.1442 0.5 -2.4 -1.0 0.1626
H 0.2360 2.0716 -0.8458 0.6 0.7 0.0 0.1246
H 0.7717 -0.1344 -2.1758 -0.2 0.3 -0.5 0.1294
C 2.1819 -0.4134 -0.4738 -2.5 -0.6 1.4 -0.1800
H -2.9418 -1.3527 -0.5925 -2.0 -0.4 0.8 0.0771
C 0.7978 -0.5666 -1.1920 0.2 1.1 1.6 -0.0645
H 3.0808 -0.9159 -0.8630 -0.4 0.9 -0.3 0.1537
H 0.4554 -1.5558 -1.1523 -0.1 -1.5 -0.6 0.0816
H -1.2175 -1.8818 -0.0999 -1.7 0.5 -1.3 0.1445
H 2.6532 1.2344 0.7121 1.0 0.6 2.6 0.0854
C 0.6671 1.5287 -0.0002 -1.3 1.1 1.6 -0.1308
H -1.7449 -1.1911 -1.7344 0.8 -0.5 -2.2 0.0790
H -1.9153 0.0763 1.7448 -0.3 0.8 -0.1 0.1058
N -1.4993 0.1838 -0.2115 -1.4 1.0 -3.7 -0.1516

Repeat the third record exactly.
43
Properties=species:S:1:pos:R:3:forces:R:3:lowdin_charge:R:1 method="wB97M-V/def2-TZVPD" total_charge=-2 e_homo_ev=-0.777 largest_force_ev_per_a=1.9
C -0.7990 1.4342 1.2324 -1.3 0.5 -0.1 -0.4561
O -2.0477 -1.0367 3.2011 0.5 0.7 -1.6 0.1133
H 1.5230 -3.5861 1.1496 0.2 -0.3 0.0 0.1237
O 0.8607 0.7625 -3.1543 0.1 0.7 1.3 -0.4723
C -0.7395 -0.9796 1.0595 -1.3 0.4 1.1 -0.3347
F 1.6925 -3.9787 -1.2264 -0.1 0.2 0.0 0.1042
S 0.3891 -0.1829 -4.2419 -0.6 -0.4 -0.7 0.2118
C -1.6194 -0.4687 2.2080 -0.9 -0.6 1.1 -0.4185
O 2.5361 2.2429 0.2015 0.7 0.0 -0.1 -0.0246
H 2.0653 0.0075 0.0989 0.4 -0.2 0.1 0.1256
H 3.1337 1.9763 -0.5194 -0.1 0.2 0.0 0.1164
O -2.9557 2.3952 -0.1438 -0.3 0.2 0.6 -0.2539
O -0.9192 -0.7456 -3.8085 0.3 0.1 0.1 -0.4529
H -1.0578 2.4995 3.5319 -0.3 0.1 -0.1 0.0081
F 0.4680 -2.2117 -1.5983 0.1 -0.6 0.5 0.1673
O -1.1735 1.2877 -1.5112 -0.5 1.0 1.1 -0.1146
C -1.7502 -1.2351 -0.0745 0.2 -0.3 -0.2 0.0377
O -1.9228 0.8352 1.9446 0.3 -0.3 0.6 -0.0403
H 0.7323 0.1795 1.8988 0.1 0.1 0.3 0.1419
H -0.1944 3.5969 -1.2650 0.1 -0.1 0.2 0.0985
O -0.7445 3.5907 -0.4668 0.3 0.4 -0.4 -0.1478
H -1.8342 -2.2931 -0.2675 0.0 -0.3 0.0 0.0814
H -1.4734 -0.7710 -1.0048 0.0 0.1 -0.4 0.0735
C 0.6944 -3.1920 -0.7254 0.6 0.1 -0.5 -0.6002
H -2.7394 -0.8993 0.2012 -0.3 0.3 0.0 0.1034
C 0.1259 0.2651 0.9912 1.4 -0.5 0.5 -0.2260
C 1.0985 -2.7216 0.6534 -0.1 -0.3 0.0 -0.0540
H 1.9101 -2.0171 0.5361 0.1 0.3 -0.1 0.1162
C 1.1085 0.4418 -0.1340 -0.2 0.2 -0.4 -0.1451
H -0.5046 3.9552 1.9417 -0.5 0.0 0.0 0.0000
H -0.7653 -3.0027 1.6248 -0.2 -0.2 0.2 0.1280
C -0.0271 -2.2144 1.5410 0.3 -0.2 -0.6 -0.1114
H 1.8743 1.9799 2.4461 0.2 0.2 0.0 -0.0638
N 1.3250 2.6765 2.9357 -0.4 -0.5 0.0 -0.2998
H -0.2926 1.2974 -1.9615 0.8 -0.6 -1.7 0.0344
F -0.3930 -3.9882 -0.6721 -0.2 -0.2 0.0 0.1192
P -0.1736 2.6982 2.4609 1.3 0.1 0.1 0.7952
O 0.2337 0.5994 -5.4912 0.1 -0.1 0.2 -0.4659
H 0.7852 0.0477 -1.0856 0.0 -0.2 -0.4 0.0926
O 1.2901 1.8421 -0.3296 0.1 0.1 -0.2 -0.1951
P -1.5147 2.2095 -0.2987 -0.7 -0.5 -1.1 0.4220
O 1.4019 -1.2546 -4.4007 -0.1 0.3 0.1 -0.4635
H 0.3934 -2.0416 2.5225 0.1 0.1 0.4 0.1259